The following is a quantum chemistry calculation of a single C3H6N2O molecule, from the Open Molecules 2025 dataset.

```
12
Properties=species:S:1:pos:R:3:forces:R:3
O 2.631 0.341 1.662 -0.577 -0.085 -0.344
N -0.541 -0.060 -0.149 0.273 -0.062 -0.105
N 1.643 -0.508 -0.338 -0.058 -0.033 -0.128
C 0.456 -0.390 -0.925 -0.063 0.063 0.119
C -1.845 0.288 -0.655 -0.144 0.025 -0.061
C 1.591 0.249 1.095 0.654 0.120 0.357
H 2.477 -0.622 -0.899 -0.088 0.007 0.045
H -1.915 0.082 -1.732 0.014 0.027 0.151
H 0.101 0.305 0.822 -0.141 -0.031 -0.082
H -2.620 -0.288 -0.141 0.099 0.091 -0.080
H -2.050 1.353 -0.498 0.025 -0.153 -0.018
H 0.327 -0.523 -2.006 0.007 0.029 0.146
```
Positions in Å, forces in eV/Å.

Results
Orbital gap, eV: 8.78
HOMO energy, eV: -8.006
2S+1: 1
E, eV: -8233.7876
Molar mass, u: 86.09